(1)
Density functional theory data (ωB97M-V/def2-TZVPD) for a 3-piece molecular cluster, C28H68N7O4P2 overall.

CARTESIAN COORDINATES (ANGSTROEM)
C -8.82799 5.51794 -0.72079
C -8.26881 4.22543 -1.36192
O -7.79608 4.46577 -2.68069
C -6.53288 3.85755 -2.90621
C -6.63425 2.31186 -3.01314
C -6.23777 1.55986 -1.70748
C -5.11143 0.53255 -1.95637
C -5.08367 -0.47943 -0.77121
C -3.70025 -0.70853 -0.12254
C -2.88229 0.58384 0.08863
C -1.81646 0.51634 1.18780
C -1.24790 1.94940 1.32524
C -0.60376 -0.38265 0.82837
N -2.32081 0.07752 2.53142
O -2.16968 0.93557 3.46999
C -3.66593 -0.51607 2.49735
C -4.76149 0.56125 2.75111
C -3.75610 -1.47625 3.73992
C -3.94084 -1.38821 1.27010
H -8.15721 5.86973 0.06773
H -9.81967 5.35090 -0.29506
H -8.89359 6.31503 -1.46596
H -9.08704 3.49365 -1.37679
H -7.45718 3.86940 -0.72182
H -5.82647 4.14545 -2.11518
H -6.15092 4.20652 -3.86961
H -5.95467 1.96855 -3.80229
H -7.63729 2.02431 -3.33974
H -5.89256 2.24112 -0.92181
H -7.13525 1.05024 -1.34013
H -4.16051 1.04750 -2.11854
H -5.32552 -0.02506 -2.87505
H -5.83388 -0.19615 -0.02570
H -5.41602 -1.44427 -1.17517
H -3.17108 -1.43112 -0.75208
H -2.33236 0.77252 -0.84235
H -3.57777 1.42472 0.19093
H -0.37755 1.98488 1.97872
H -2.02555 2.66216 1.61095
H -0.91662 2.26109 0.32590
H -0.89384 -1.20799 0.16905
H 0.21424 0.20036 0.39800
H -0.20671 -0.79654 1.76142
H -4.75256 0.81560 3.81150
H -5.74482 0.23380 2.41294
H -4.46065 1.48243 2.23768
H -4.78933 -1.51916 4.08988
H -3.06313 -1.15136 4.51548
H -3.47063 -2.47555 3.39393
H -3.33649 -2.30361 1.29925
H -4.97917 -1.73093 1.34097
O 2.74824 1.24266 -0.90766
P 4.18624 1.60879 -0.58639
N 3.81445 2.36915 0.91553
C 4.24496 3.66925 1.38602
C 3.15964 1.56555 1.93605
N 4.41122 2.76797 -1.83379
C 4.80313 4.14660 -1.63759
C 3.55906 2.65356 -3.00944
N 5.90256 1.65560 -0.22892
C 6.73969 1.12400 -1.33605
C 6.29823 0.88592 0.97299
H 5.33077 3.80797 1.32589
H 3.98100 3.81547 2.43437
H 3.75315 4.47589 0.83676
H 3.88499 1.05491 2.58684
H 2.52906 0.79672 1.48707
H 2.50538 2.17267 2.56553
H 3.95289 4.78082 -1.35816
H 5.22685 4.55279 -2.56266
H 5.59245 4.24986 -0.89468
H 2.56803 3.09182 -2.83948
H 3.42884 1.61264 -3.29716
H 4.01968 3.15976 -3.86211
H 6.50925 0.07648 -1.54977
H 7.79634 1.20235 -1.07617
H 6.60308 1.69620 -2.25020
H 5.92126 -0.14026 0.94584
H 5.94299 1.36671 1.88356
H 7.38424 0.85155 1.05928
O 4.86330 -2.59797 -0.02867
P 3.97619 -3.77526 0.33247
N 4.61686 -4.92339 -0.76482
C 3.88702 -5.79626 -1.66176
C 6.03746 -5.22443 -0.67203
N 2.49088 -3.11667 -0.21369
C 1.57751 -3.75245 -1.13776
C 2.42580 -1.66750 -0.35791
N 3.07785 -4.98208 1.23692
C 2.27229 -4.39699 2.33954
C 3.91673 -6.03015 1.86058
H 3.10787 -6.37608 -1.15410
H 4.55083 -6.52639 -2.12603
H 3.43400 -5.23555 -2.48288
H 6.23778 -6.05266 0.02318
H 6.60026 -4.35926 -0.31802
H 6.45499 -5.48786 -1.64546
H 1.88847 -3.61942 -2.18138
H 0.57647 -3.31910 -1.03493
H 1.45019 -4.81448 -0.92927
H 2.87620 -1.33782 -1.29925
H 2.93871 -1.17370 0.46331
H 1.39749 -1.31176 -0.33174
H 2.90123 -3.88508 3.07409
H 1.71060 -5.18127 2.84896
H 1.54055 -3.68597 1.96568
H 4.72905 -5.60742 2.45764
H 4.34439 -6.69232 1.10874
H 3.31156 -6.66606 2.50640

- Spin multiplicity: 2
- E: -2474.418188 hartree
- Strongest force on any atom: 7.29 eV Å⁻¹


(2)
Density functional theory data (ωB97M-V/def2-TZVPD) for a 9-piece molecular cluster, C28H72BO9 overall.

CARTESIAN COORDINATES (ANGSTROEM)
C -5.69690 6.42965 -0.34237
C -5.39817 7.04647 -1.59387
C -4.14718 6.78548 -2.46340
B -3.38841 5.56782 -1.72615
C -2.10988 5.90730 -0.74531
O -3.75247 4.16588 -1.81420
H -5.98108 7.11280 0.52211
H -5.74220 5.32694 -0.13655
H -6.12663 7.83793 -1.96893
H -4.46093 6.50249 -3.53397
H -1.26136 5.23111 -1.07811
H -2.44820 5.62453 0.30760
H -1.87360 7.00107 -0.85495
H -3.79425 3.87887 -0.87892
C 3.34932 3.34033 -1.99900
C 1.95739 3.49177 -1.40373
C 0.90718 2.82074 -2.27116
O 1.64805 4.87618 -1.26806
H 3.40443 3.81166 -2.98564
H 4.09211 3.83625 -1.36896
H 3.62345 2.28700 -2.09981
H 1.93690 3.05604 -0.40313
H 0.87612 3.27158 -3.26840
H -0.08766 2.94674 -1.83701
H 1.10974 1.75293 -2.37688
H 1.66205 5.27254 -2.14729
C -0.83101 1.92521 1.72607
C 0.08616 0.71163 1.72143
C 0.39707 0.24570 3.13487
O 1.30386 1.03958 1.04977
H -0.36032 2.76757 2.24272
H -1.03702 2.25574 0.70504
H -1.78005 1.70089 2.21847
H -0.38361 -0.10166 1.16176
H 0.90988 1.03074 3.70024
H 1.06404 -0.61780 3.11687
H -0.51531 -0.02911 3.66937
H 1.72731 1.75734 1.53572
C 4.79977 -1.89046 4.87865
C 3.62302 -0.97770 4.57783
C 3.69449 0.30614 5.38958
O 2.40409 -1.66294 4.87562
H 4.80758 -2.18167 5.93450
H 4.72688 -2.81081 4.29652
H 5.74967 -1.40339 4.64505
H 3.60734 -0.73742 3.51183
H 3.66531 0.09081 6.46261
H 2.83659 0.94654 5.17168
H 4.60946 0.86129 5.17040
H 2.40727 -1.88022 5.81586
C 1.88951 -6.36701 4.52200
C 3.31522 -5.85552 4.65034
C 3.62814 -5.44315 6.08059
O 3.49958 -4.73917 3.78342
H 1.16926 -5.58866 4.79376
H 1.67490 -6.64936 3.48887
H 1.72324 -7.23576 5.16365
H 4.01398 -6.63237 4.33089
H 2.96763 -4.63268 6.40555
H 4.65171 -5.06763 6.15654
H 3.51240 -6.28443 6.76860
H 2.88470 -4.04336 4.05738
C 1.92301 -10.23390 7.51285
C 1.71731 -10.27460 6.00651
C 1.30428 -11.66231 5.54175
O 2.92555 -9.89355 5.35124
H 2.71866 -10.92173 7.81606
H 2.22952 -9.23459 7.83119
H 1.00740 -10.50440 8.04412
H 0.95204 -9.54877 5.72069
H 2.07889 -12.39878 5.77791
H 1.17060 -11.67957 4.45766
H 0.37018 -11.97558 6.01408
H 3.60950 -10.52797 5.59613
C 0.26509 -1.10480 -3.41726
C -0.24539 -1.93496 -2.24999
C -1.56904 -1.39854 -1.72616
O 0.72092 -1.92344 -1.19879
H 0.43858 -0.06944 -3.11043
H 1.21843 -1.49168 -3.77582
H -0.44696 -1.10821 -4.24610
H -0.36894 -2.97454 -2.56476
H -1.45695 -0.37196 -1.36298
H -1.91858 -1.99750 -0.88107
H -2.33625 -1.41064 -2.50399
H 0.83898 -1.00820 -0.91171
C -6.93125 6.45045 -5.95243
C -7.72900 7.49641 -5.18986
C -8.57057 8.34632 -6.13086
O -6.83811 8.33289 -4.46249
H -6.24041 6.92481 -6.65712
H -6.32476 5.85629 -5.26504
H -7.59056 5.77839 -6.50898
H -8.37729 7.00406 -4.46091
H -7.93585 8.88508 -6.84186
H -9.12945 9.10010 -5.57052
H -9.27912 7.73150 -6.69257
H -6.25812 8.77368 -5.09430
C 0.99740 -0.49350 -8.04792
C 1.63978 -0.20755 -6.69948
C 2.98731 0.47792 -6.86268
O 1.81163 -1.43055 -5.98571
H 1.62560 -1.16280 -8.64460
H 0.03589 -0.99510 -7.91586
H 0.83619 0.42814 -8.61207
H 0.97644 0.42387 -6.10324
H 3.68325 -0.15830 -7.41902
H 3.44166 0.66745 -5.88729
H 2.88560 1.42862 -7.39146
H 2.39640 -1.99754 -6.50287

- Spin multiplicity: 1
- E: -1811.938483 hartree
- Strongest force on any atom: 4.09 eV Å⁻¹
- Charge: -1


(3)
Density functional theory data (ωB97M-V/def2-TZVPD) for a 6-piece molecular cluster, C28H72N4O12 overall.

CARTESIAN COORDINATES (ANGSTROEM)
C 0.44220 -1.92981 1.49942
C -1.00786 -1.84003 1.10002
O -1.80000 -1.09647 2.02625
O 1.17175 -0.76624 1.21593
H 0.88858 -2.77635 0.97125
H 0.46118 -2.14397 2.57776
H -1.48739 -2.81710 0.98719
H -1.09606 -1.33638 0.12641
H -1.77088 -0.15800 1.78671
H 0.88701 -0.04303 1.80910
C 3.24924 -1.67535 -1.54125
C 2.69711 -2.89692 -2.25753
O 3.64420 -3.96882 -2.28313
O 4.22753 -0.98128 -2.30072
H 3.69969 -2.00373 -0.60546
H 2.42741 -0.98980 -1.29194
H 2.34338 -2.66638 -3.26865
H 1.86612 -3.26225 -1.64507
H 4.52153 -3.57773 -2.36826
H 3.81143 -0.49970 -3.02076
C -0.58551 -0.92126 -2.60585
O -0.46386 0.47286 -2.45359
C 0.63862 1.03175 -3.12905
C 0.99527 2.33575 -2.43039
N -0.09230 3.30109 -2.35206
C -0.61647 3.73177 -3.65055
C -1.58811 4.86863 -3.44925
O -2.62856 4.43466 -2.64840
C -3.17355 5.46487 -1.84502
H -0.61039 -1.22771 -3.66009
H -1.49327 -1.21915 -2.08972
H 0.29198 -1.40754 -2.15603
H 0.38622 1.17114 -4.18756
H 1.52664 0.38051 -3.06269
H 1.86801 2.75251 -2.94117
H 1.24423 2.06020 -1.40935
H -0.85737 2.84093 -1.86670
H -1.16754 2.90574 -4.13213
H 0.20777 4.01981 -4.29887
H -1.96879 5.17767 -4.43908
H -1.04948 5.74341 -3.06049
H -3.95639 5.04855 -1.21701
H -3.55385 6.30871 -2.43374
H -2.40901 5.88399 -1.16713
C -4.16669 -4.02724 -1.27508
O -4.84706 -4.48250 -0.14400
C -4.14043 -5.51018 0.51955
C -4.81909 -5.76971 1.82773
N -4.13964 -6.81868 2.56926
C -4.80037 -7.09509 3.83465
C -4.17518 -8.25344 4.56591
O -3.02318 -7.84137 5.23933
C -2.58828 -8.79228 6.16496
H -3.10432 -3.81886 -1.11760
H -4.64664 -3.11960 -1.64924
H -4.28143 -4.72348 -2.12496
H -3.10130 -5.19897 0.69013
H -4.16706 -6.41507 -0.10025
H -5.87762 -6.02295 1.71999
H -4.86587 -4.85532 2.45298
H -3.19905 -6.50425 2.78228
H -5.87606 -7.24093 3.72784
H -4.72443 -6.19861 4.48143
H -3.98254 -9.09319 3.88115
H -4.92759 -8.67781 5.25866
H -2.38775 -9.77205 5.71283
H -3.33678 -8.94593 6.95911
H -1.68125 -8.43143 6.64625
C 2.72229 6.02817 -6.24504
O 3.69547 5.76036 -5.27351
C 3.39035 6.33540 -4.03918
C 4.37783 5.85820 -2.98032
N 4.01270 4.56658 -2.39919
C 5.07212 4.04643 -1.57167
C 4.66756 2.77254 -0.84666
O 3.44518 2.98055 -0.16969
C 2.97251 1.79168 0.40880
H 2.73156 7.08674 -6.52923
H 1.73068 5.76121 -5.86600
H 2.94999 5.41723 -7.11429
H 2.35717 6.09375 -3.73875
H 3.45537 7.43788 -4.07289
H 4.37508 6.62933 -2.19280
H 5.35962 5.73328 -3.43054
H 3.15840 4.60328 -1.85611
H 5.41522 4.78244 -0.82094
H 5.94078 3.78056 -2.18301
H 5.44155 2.49017 -0.11940
H 4.56673 1.95165 -1.57368
H 2.72059 1.02737 -0.32886
H 2.11437 1.98929 1.05159
H 3.74361 1.41998 1.10427
C -0.13214 -1.79903 5.81467
O -0.11463 -0.48557 5.36583
C 1.16306 -0.08786 4.88742
C 1.00792 1.28836 4.28831
N 0.26562 1.21092 3.00096
C 0.08895 2.54986 2.43068
C -0.37147 2.48296 0.99718
O -1.68946 1.96445 0.92169
C -2.13685 1.88351 -0.41501
H -1.06856 -1.92489 6.35899
H 0.73192 -2.01372 6.44664
H -0.18666 -2.49905 4.97025
H 1.55782 -0.78138 4.13277
H 1.85545 -0.03721 5.74206
H 1.97685 1.74691 4.07440
H 0.47700 1.94572 4.99161
H -0.65884 0.88347 3.28726
H 1.04804 3.07573 2.40406
H -0.59534 3.14481 3.04674
H 0.28385 1.85022 0.38164
H -0.34310 3.48821 0.54894
H -2.15508 2.85665 -0.93816
H -3.18311 1.57661 -0.39874
H -1.49887 1.21560 -1.00736

- Spin multiplicity: 1
- E: -2231.711185 hartree
- Structure (SMILES): COCCNCCOC.COCCNCCOC.COCCNCCOC.COCCNCCOC.OCCO.OCCO
- Strongest force on any atom: 1.78 eV Å⁻¹
- Energy above the lowest of the compared OMol25 structures with the same formula, charge and spin: 0.0 kcal per mole


(4)
Density functional theory data (ωB97M-V/def2-TZVPD) for a 12-piece molecular cluster, C28H72O16S10 overall.

CARTESIAN COORDINATES (ANGSTROEM)
C -29.55982 -6.68200 -31.46452
C -29.74189 -5.41208 -30.68746
C -29.69602 -4.11044 -31.50950
O -30.90666 -3.44449 -31.08436
C -31.55156 -4.15217 -30.14614
O -32.49585 -3.74764 -29.53800
O -30.97702 -5.35219 -29.96721
H -30.16365 -6.69847 -32.37716
H -29.85063 -7.57904 -30.91641
H -28.52344 -6.84148 -31.76601
H -28.97318 -5.33885 -29.91031
H -29.79437 -4.33288 -32.57253
H -28.89814 -3.40790 -31.27882
C -25.90227 -2.34920 -33.01312
C -25.82004 -1.90573 -31.58459
C -24.40096 -1.83694 -30.99327
O -24.24927 -0.50464 -30.53998
C -25.40648 0.18418 -30.70320
O -25.55153 1.30518 -30.33008
O -26.29252 -0.55077 -31.37911
H -25.15216 -1.93479 -33.68604
H -26.88578 -2.34243 -33.48400
H -25.70582 -3.43321 -32.99962
H -26.49042 -2.50652 -30.96673
H -23.67116 -1.96711 -31.79840
H -24.21991 -2.54176 -30.18577
C -29.45547 -6.09617 -24.11416
S -30.36350 -4.55741 -24.35872
O -29.33955 -3.48844 -24.60165
C -30.97247 -4.95862 -26.02172
H -29.10279 -6.16119 -23.08799
H -28.60756 -6.11745 -24.80107
H -30.09913 -6.93688 -24.37652
H -30.13214 -5.12029 -26.69843
H -31.48673 -4.05929 -26.36573
H -31.68585 -5.77928 -26.05201
C -21.44361 -5.96236 -27.37663
S -23.09656 -5.77758 -26.65601
O -23.10859 -6.49676 -25.34111
C -22.94170 -4.01409 -26.23806
H -20.73482 -5.35829 -26.81622
H -21.47833 -5.57788 -28.39765
H -21.22774 -7.02677 -27.43506
H -22.44358 -3.43369 -27.01594
H -22.47227 -3.84152 -25.27219
H -23.96357 -3.64300 -26.17468
C -26.83556 -0.46331 -24.00698
S -25.15107 -1.07289 -23.78571
O -24.85766 -1.86368 -25.02662
C -24.24300 0.46372 -24.03196
H -27.54941 -1.28492 -24.10285
H -26.86011 0.02468 -24.98822
H -27.18628 0.24305 -23.25637
H -24.46892 0.92793 -24.98954
H -23.19507 0.18232 -23.96020
H -24.50453 1.12579 -23.20360
C -21.57155 -0.45992 -28.27578
S -22.55034 -0.30455 -26.75595
O -22.80167 1.13676 -26.48202
C -24.13090 -0.92686 -27.38044
H -21.21562 -1.49298 -28.29894
H -20.70776 0.19311 -28.18197
H -22.15388 -0.26420 -29.17394
H -24.57052 -0.03694 -27.83172
H -24.70530 -1.39708 -26.58343
H -24.05541 -1.69150 -28.15689
C -29.25906 -2.03547 -27.73836
S -27.96283 -3.20766 -28.20483
O -27.21085 -2.52990 -29.32393
C -26.84000 -3.18556 -26.80276
H -30.16707 -2.21116 -28.31525
H -28.91791 -1.02028 -27.94914
H -29.45376 -2.13051 -26.66920
H -27.37165 -3.48816 -25.90261
H -26.32087 -2.23122 -26.74913
H -26.06272 -3.89170 -27.10387
C -31.78737 -0.15621 -32.65225
S -30.32303 0.88459 -32.59548
O -30.79385 2.12855 -31.92804
C -29.50085 -0.12714 -31.34298
H -31.57898 -1.16394 -33.00315
H -32.49740 0.34970 -33.31025
H -32.27812 -0.12666 -31.67795
H -30.09237 -0.05782 -30.42899
H -28.49301 0.20236 -31.08531
H -29.37783 -1.14129 -31.72345
C -27.20113 -3.41844 -21.45107
S -26.28679 -4.96840 -21.50859
O -27.29759 -6.05517 -21.71802
C -25.47871 -4.65386 -23.11599
H -27.87333 -3.19205 -22.27998
H -26.43999 -2.62716 -21.45605
H -27.70951 -3.37136 -20.49049
H -26.18850 -4.10187 -23.73192
H -25.06639 -5.54177 -23.58744
H -24.65039 -3.97120 -22.90399
C -25.69016 2.71313 -26.87636
S -27.46294 2.39638 -26.72681
O -28.15273 3.42094 -27.56912
C -27.45717 0.85816 -27.68798
H -25.12554 1.85986 -26.50891
H -25.42375 3.60194 -26.30479
H -25.50173 2.95754 -27.92218
H -27.10218 1.01120 -28.70682
H -28.50580 0.55430 -27.72113
H -26.90228 0.08741 -27.15092
C -25.34595 -5.28322 -30.23437
S -23.71006 -5.11742 -30.94262
O -22.92217 -4.44959 -29.83970
C -23.27922 -6.87754 -30.83284
H -25.99171 -6.02606 -30.71138
H -25.83613 -4.31084 -30.27456
H -25.23898 -5.62764 -29.20368
H -23.71580 -7.27508 -29.91604
H -22.21731 -7.09962 -30.91298
H -23.71001 -7.48923 -31.63515
C -33.44432 -1.11770 -26.24353
S -32.77460 -0.52406 -24.68241
O -33.62166 0.64540 -24.29786
C -31.21697 0.16258 -25.27739
H -34.51145 -1.29852 -26.13556
H -32.97472 -2.05130 -26.55850
H -33.31064 -0.35268 -27.01049
H -30.55549 -0.65525 -25.55225
H -30.84466 0.73993 -24.43429
H -31.41922 0.83765 -26.10952

- Spin multiplicity: 1
- E: -6295.465104 hartree
- Strongest force on any atom: 1.71 eV Å⁻¹
- Energy above the lowest of the compared OMol25 structures with the same formula, charge and spin: 6.6 kcal per mole